Record 1
# C23H25N4PPdSe

A structure of composition C23H25N4PPdSe (ωB97M-V/def2-TZVPD, OMol25).

As for the total charge: -2. The HOMO-LUMO gap (alpha / beta) is 3.9 / 4.2 eV. The energy above the lowest of the compared OMol25 structures with the same formula, charge and spin comes out at 15.5 kcal per mole. The calculation puts the strongest force on any atom at 2.348 eV/A. For the HOMO energy (alpha / beta), the calculation gives 0.2 / -0.1 eV.

Structure (XYZ):
```
55
C23H25N4PPdSe | OMol25 | ωB97M-V/def2-TZVPD
Pd -0.645 0.449 -0.990
Se 0.096 2.924 -1.216
P -2.674 -0.252 -1.732
N 7.619 -0.216 5.376
N -0.213 -0.084 1.238
N -1.783 4.427 -2.903
N 1.441 -0.396 -1.178
C 0.855 -0.670 3.162
C 1.984 -0.256 -2.379
C 5.646 -0.212 3.759
C 3.368 -0.005 -2.297
C 6.722 -0.211 4.641
C -1.067 3.800 -2.234
C -3.564 1.659 0.024
C 4.622 0.753 3.865
C -0.502 -0.654 3.409
C 3.544 0.713 3.021
C 2.454 -0.229 -0.257
C 5.554 -1.172 2.732
C -4.289 -2.708 -1.815
C -1.107 -0.279 2.202
C -3.545 0.117 -3.348
C -3.468 1.600 -3.687
C 3.675 -0.003 -0.957
C -2.894 -2.106 -1.689
C 2.270 -0.277 1.132
C 4.485 -1.174 1.872
C -3.981 0.298 -0.521
C 3.442 -0.246 2.000
C 1.022 -0.323 1.795
H -2.440 -2.418 -0.743
H -2.513 2.017 -3.360
H -4.971 0.334 -0.988
H -2.247 -2.493 -2.483
H -2.164 -0.129 2.029
H 4.427 -1.921 1.093
H 1.394 -0.396 -3.278
H -1.015 -0.853 4.339
H -3.556 1.766 -4.761
H 4.695 1.525 4.620
H 2.769 1.458 3.105
H -4.231 -3.796 -1.738
H -4.936 -2.352 -1.016
H -3.018 -0.461 -4.113
H 6.339 -1.910 2.623
H 4.639 0.184 -0.516
H -2.505 1.608 0.323
H 1.634 -0.984 3.839
H -4.168 1.952 0.883
H -4.584 -0.225 -3.323
H -4.743 -2.466 -2.774
H -4.258 2.163 -3.197
H -4.011 -0.441 0.289
H -3.643 2.429 -0.740
H 4.034 0.142 -3.135
```

Record 2
# C23H25N5O3S2

The molecule C23H25N5O3S2 (ωB97M-V/def2-TZVPD, OMol25).

As for the structure (SMILES): CCN(CC)S(=O)(=O)c1cccc(-c2nnc(SCc3ncc(-c4ccccc4)o3)n2C)c1. The HOMO-LUMO gap is 8.5 eV. The energy above the lowest of the compared OMol25 structures with the same formula, charge and spin comes out at 38.5 kcal per mole. The calculation puts the strongest force on any atom at 1.213 eV/A. For the HOMO energy, the calculation gives -8.3 eV.

Structure (XYZ):
```
58
C23H25N5O3S2 | OMol25 | ωB97M-V/def2-TZVPD
S 2.762 -5.089 0.726
S -2.010 2.194 -1.072
O -2.975 1.148 -0.915
O -2.232 3.450 -0.412
O 0.339 -3.309 2.343
N 0.504 -2.471 -0.906
N 1.985 -3.687 3.767
N 2.322 -2.406 0.315
N -1.821 2.480 -2.681
N 0.880 -3.725 -0.699
C 0.560 2.502 -0.169
C 1.154 -0.225 -0.274
C 0.047 0.233 3.286
C -1.336 3.754 -3.143
C 1.956 -3.698 0.036
C 1.507 -5.419 2.052
C -0.721 1.343 2.990
C -0.341 -1.026 2.828
C 0.478 -2.188 3.101
C -1.508 -1.151 2.075
C 0.143 3.733 -3.530
C -0.398 1.585 -0.563
C -2.086 1.408 -3.613
C 1.830 2.053 0.143
C 2.132 0.702 0.082
C 1.278 -4.165 2.788
C -2.279 -0.039 1.798
C 3.441 -2.014 1.121
C 1.350 -1.663 -0.303
C -3.516 1.460 -4.143
C 1.495 -2.437 3.989
C -1.885 1.211 2.248
C -0.121 0.239 -0.617
H -0.885 -0.465 -0.899
H -1.938 4.081 -3.997
H 1.951 -6.180 2.687
H -3.702 2.401 -4.656
H -1.932 0.469 -3.080
H 0.600 -5.768 1.562
H 0.955 0.337 3.861
H -1.366 1.462 -4.435
H 4.243 -1.612 0.498
H 1.894 -1.820 4.765
H 3.139 0.389 0.300
H 0.752 3.396 -2.695
H 0.290 3.544 -0.104
H 3.816 -2.899 1.640
H -2.477 2.080 2.006
H -1.801 -2.125 1.713
H 2.596 2.756 0.436
H 0.459 4.733 -3.816
H -3.686 0.641 -4.837
H -1.500 4.450 -2.319
H -0.410 2.317 3.338
H 3.132 -1.272 1.858
H -4.206 1.371 -3.310
H 0.314 3.066 -4.372
H -3.176 -0.134 1.207
```

Record 3
# C23H25N5O4S

The molecule C23H25N5O4S (ωB97M-V/def2-TZVPD, OMol25).

As for the structure (SMILES): COCCn1c(SCC(=O)Nc2ccc(OC)c(OC)c2)nnc1-c1c[nH]c2ccccc12. The HOMO-LUMO gap is 8.2 eV. The energy above the lowest of the compared OMol25 structures with the same formula, charge and spin comes out at 47.0 kcal per mole. The calculation puts the strongest force on any atom at 1.089 eV/A. For the HOMO energy, the calculation gives -7.6 eV.

Structure (XYZ):
```
58
C23H25N5O4S | OMol25 | ωB97M-V/def2-TZVPD
S -4.435 0.701 1.311
O 3.233 1.945 1.562
O -2.868 2.544 -0.907
O 3.702 2.122 -0.979
O -3.380 -1.612 -2.556
N -0.939 -0.519 2.322
N -2.508 -1.207 0.953
N 0.445 -4.511 0.451
N -1.494 2.566 0.920
N -1.977 0.323 2.439
C 0.034 2.579 -1.003
C 1.492 -3.635 0.360
C -0.213 2.481 0.354
C 3.032 1.743 2.940
C -3.149 -1.783 -0.194
C 4.016 2.186 -2.346
C -3.220 -0.878 -3.745
C -2.796 -0.974 -1.449
C -0.674 -3.838 0.846
C -2.905 -0.080 1.614
C -2.693 2.533 0.294
C -1.245 -1.437 1.442
C 0.847 2.279 1.241
C 1.336 2.467 -1.473
C 1.865 -1.258 0.693
C 1.012 -2.358 0.720
C 2.144 2.164 0.778
C -0.379 -2.511 1.025
C 3.175 -1.457 0.322
C 3.644 -2.729 -0.022
C 2.817 -3.832 -0.011
C 2.396 2.259 -0.610
C -3.859 2.439 1.269
H -3.606 2.746 2.282
H -3.170 0.056 -1.357
H -3.659 0.122 -3.653
H 3.750 3.157 -2.777
H 3.181 -4.811 -0.284
H -1.699 -0.928 -1.560
H 1.503 2.541 -2.535
H -4.713 3.000 0.892
H 0.494 -5.501 0.277
H 2.627 2.638 3.423
H -1.597 -4.362 1.007
H 3.520 1.390 -2.911
H 2.369 0.893 3.130
H -2.160 -0.774 -4.006
H 0.629 2.182 2.293
H -0.778 2.735 -1.692
H 4.680 -2.848 -0.306
H 4.018 1.529 3.350
H 5.095 2.051 -2.406
H -4.232 -1.779 -0.048
H 1.488 -0.284 0.956
H -3.736 -1.436 -4.524
H -1.501 2.396 1.921
H -2.809 -2.811 -0.325
H 3.853 -0.616 0.294
```